The molecule C4H6N2O, computed with wB97M-V/def2-TZVPD.

The geometry in ORCA input format:
```
! RIJCOSX wB97M-V def2-TZVPD def2/J DEFGRID3
* xyz 0 1
C -2.340 0.000 -0.197
O -1.097 -0.646 0.128
C -0.054 0.105 -0.159
C 0.505 1.181 -0.554
N 1.450 0.101 -0.835
C 2.190 -0.452 0.214
N 1.513 -1.083 1.085
H -2.439 0.930 0.373
H -3.140 -0.687 0.083
H -2.377 0.215 -1.269
H 0.446 2.193 -0.889
H 3.284 -0.401 0.172
H 2.060 -1.456 1.849
*
```

As for the total energy: -9267.7902 eV. As for the structure (SMILES): [H]/N=C/N1C=C1OC. The calculation puts the frontier orbital gap at 9.31 eV. The LUMO energy is 0.98 eV.